{
  "formula": "C5H8O",
  "method": "ωB97M-V/def2-TZVPD",
  "smiles": "C=CO/C=C\\C",
  "e_lumo_ev": 1.18,
  "e_homo_ev": -9.46,
  "de_lowest_kj_mol": 191.05,
  "elements": ["C", "C", "C", "O", "C", "C", "H", "H", "H", "H", "H", "H", "H", "H"],
  "positions_angstrom": [[0.634, 0.441, -1.682], [1.042, -0.355, 1.927], [-0.251, -0.170, 1.713], [-0.733, 0.794, 0.855], [-1.358, 0.143, -0.200], [-0.728, -0.084, -1.344], [1.300, -0.340, -2.063], [1.104, 0.921, -0.821], [1.369, -1.155, 2.580], [1.790, 0.268, 1.447], [-1.027, -0.795, 2.159], [-2.370, -0.201, 0.013], [-1.258, -0.653, -2.103], [0.529, 1.195, -2.470]],
  "mulliken_charge": [-0.906, -0.649, 0.026, -0.370, -0.447, -0.011, 0.269, 0.232, 0.239, 0.229, 0.325, 0.441, 0.340, 0.281]
}